Entry 1:
{
  "formula": "C4H5NO2",
  "method": "wB97M-V/def2-TZVPD",
  "species": ["O", "O", "N", "C", "C", "C", "C", "H", "H", "H", "H", "H"],
  "xyz": [[-1.7643, 0.3143, -0.9000], [-1.6856, 1.3205, 1.5152], [-0.9686, -0.2052, -1.7389], [0.8847, 0.0306, -0.1614], [0.2378, -0.4312, -1.4570], [0.1248, -0.2694, 1.1521], [-1.1277, 0.4811, 0.9649], [0.7425, -0.8985, -2.2832], [1.0605, 1.2000, -0.0968], [0.7563, 0.0319, 1.9514], [-0.0944, -1.2964, 1.2535], [1.8340, -0.2777, -0.1998]],
  "forces_ev_per_a": [[-0.4, 1.2, 4.3], [-0.8, 0.1, 0.3], [-0.1, -1.2, -1.8], [-2.7, 3.1, -0.5], [0.5, 0.7, 0.7], [0.3, -0.2, -2.1], [-0.1, 0.7, -2.1], [0.8, 0.0, 0.2], [-0.7, -1.9, -0.7], [-0.1, 0.6, 1.1], [-0.3, -1.3, 0.0], [3.7, -1.7, 0.6]],
  "lowdin_charge": [-0.088, 0.224, -0.104, -0.152, -0.166, -0.099, -0.171, 0.097, 0.167, 0.119, 0.118, 0.055],
  "e_tot_ev": -9810.09741,
  "orbital_gap_ev": [8.769, 8.770],
  "de_lowest_kcal_mol": 97.3,
  "lumo_energy_ev": [0.17, 0.17],
  "fmax_ev_per_a": 4.49
}

Entry 2:
{
  "formula": "CHClFNO2",
  "method": "wB97M-V/def2-TZVPD",
  "species": ["Cl", "F", "O", "O", "N", "C", "H"],
  "xyz": [[2.1445, 0.9359, -0.0912], [0.4063, -0.1076, 1.7108], [1.9025, -1.8652, -0.1903], [-0.2119, -2.1727, 0.1523], [0.7919, -1.5190, 0.0371], [0.6057, -0.0036, 0.4157], [-0.3671, 0.3019, -0.1614]],
  "forces_ev_per_a": [[-2.3, -1.0, 0.9], [0.2, 1.0, 0.7], [0.9, -1.1, -0.5], [-0.2, -0.2, -0.3], [-0.1, 1.5, 0.5], [-0.6, -0.2, -2.5], [2.1, 0.0, 1.2]],
  "lowdin_charge": [0.601, 0.057, 0.069, 0.094, -0.418, -0.567, 0.164],
  "e_tot_ev": -21874.45905,
  "smiles": "O=[N+]([O-])[C@@H](F)Cl",
  "orbital_gap_ev": 11.605,
  "de_lowest_kcal_mol": 8.3,
  "lumo_energy_ev": -0.04,
  "fmax_ev_per_a": 2.65
}